# 1
A 2-piece molecular cluster, C5H8N2S overall in a non-equilibrium geometry. Source: OMol25; level of theory: ωB97M-V with the def2-TZVPD basis set.

Properties
energy relative to the best compared isomer or geometry (same formula, charge and spin) = 126.0 kcal per mole
electronic energy = -702.829263 Ha
LUMO level (spin up / spin down) = -1.8 / 0.7 eV

Geometry (Å):
C 1.74029 1.46614 -0.15165
C 2.00590 0.17176 -0.00455
C -0.16982 0.34762 -0.09190
C -3.35517 0.35586 -0.09591
C 0.65462 -1.93758 0.13488
N 0.85272 -0.52113 0.04030
N 0.40877 1.56708 -0.15603
S 3.53683 -0.42838 0.10506
H 2.66278 2.16698 -0.19504
H -3.14870 1.04569 -0.95841
H -3.01158 -0.64367 -0.06869
H -3.53396 0.75612 0.80494
H 1.13416 -2.31140 1.06663
H -0.50057 -2.02658 0.38787
H 0.85889 -2.42579 -0.87630
H -0.13517 2.41726 0.05881

Atomic forces in eV per Å
C 2.882 3.371 0.143
C 2.736 -2.371 -0.001
C -1.881 -1.031 0.564
C 0.690 0.229 -3.596
C -2.640 -0.807 0.360
N -1.760 0.897 -0.450
N -1.031 1.990 0.298
S 1.166 -0.725 0.100
H -2.487 -0.608 0.020
H -0.286 -1.111 0.995
H 0.236 -0.733 -0.486
H -0.804 1.629 3.077
H 0.255 -0.151 -1.201
H 2.336 0.017 -0.863
H 0.073 0.261 1.781
H 0.513 -0.858 -0.740

=====

# 2
A 10-piece molecular cluster, C15H40F16N8O16P2S4 overall in a non-equilibrium geometry. Source: OMol25; level of theory: ωB97M-V with the def2-TZVPD basis set.

Properties
electronic energy = -6110.340360 Ha
LUMO level = -2.8 eV

Geometry (Å):
C -3.07726 -12.36127 0.56819
C -3.82332 -11.04349 0.61277
O -3.84216 -10.26505 -0.39770
N -4.45005 -10.62111 1.95693
H -4.18220 -11.20270 2.73803
H -3.95018 -9.87301 2.41581
C -5.97489 -10.38367 1.75070
H -3.91245 -13.05779 0.64193
H -2.46537 -12.61596 1.43354
H -2.60009 -12.59003 -0.38474
H -6.20488 -9.55498 1.08103
H -6.31433 -10.12794 2.75444
H -6.52580 -11.27764 1.45843
C 4.05933 -6.28999 5.07161
C 3.05774 -5.88873 3.98756
O 2.88393 -4.71700 3.67722
N 2.21642 -6.95616 3.23798
H 2.40754 -7.87191 3.61874
H 1.23809 -6.88790 3.47944
C 2.49472 -7.02788 1.76357
H 3.82356 -6.70130 6.05310
H 4.60219 -5.40062 5.39164
H 4.80984 -6.96512 4.66046
H 1.88967 -6.22785 1.33699
H 2.19913 -8.03557 1.47153
H 3.54426 -6.76717 1.62720
C -6.47867 4.11117 8.29217
C -5.16015 3.90217 9.03437
O -4.53608 4.87968 9.43402
N -4.67410 2.48038 9.38464
H -4.31707 2.41791 10.32736
H -5.40397 1.78259 9.36275
C -3.50954 2.18472 8.35687
H -6.91877 5.08058 8.52596
H -7.28384 3.38482 8.40273
H -6.23277 4.12553 7.23036
H -2.61456 2.75043 8.61589
H -3.66570 2.20239 7.27826
H -3.35339 1.11843 8.52040
C -4.53192 -13.23344 11.88858
C -4.63809 -12.08682 12.80068
O -3.72438 -11.41717 13.23955
N -6.06344 -11.68954 13.00204
H -6.66958 -12.48080 12.83892
H -6.14309 -11.39995 13.96635
C -6.43574 -10.53318 12.07846
H -5.09950 -13.02063 10.98268
H -4.81331 -14.17943 12.35121
H -3.50407 -13.30271 11.53243
H -5.68368 -9.76284 12.24898
H -7.43274 -10.14613 12.28889
H -6.29064 -10.87346 11.05315
C -9.84605 -0.76444 1.67237
C -9.59006 -1.17441 0.21410
O -9.97923 -2.22119 -0.31369
N -8.87353 -0.08486 -0.61306
H -9.46712 0.34036 -1.31087
H -8.56522 0.70416 -0.06307
C -7.65280 -0.70146 -1.39184
H -10.67229 -0.05610 1.73316
H -8.98837 -0.28244 2.14157
H -10.23337 -1.63935 2.19449
H -8.24387 -1.24287 -2.13050
H -7.09873 -1.34617 -0.70959
H -7.11199 0.17453 -1.74999
P -9.12580 -3.29528 9.39751
F -8.57750 -1.98426 10.27305
F -10.20240 -2.36430 8.70340
F -8.12240 -2.96865 8.16329
F -9.76324 -4.59513 8.64211
F -8.04959 -4.20627 10.17544
F -10.21046 -3.62570 10.56010
P -0.26945 -2.21837 -5.22352
F -1.18109 -3.50857 -4.80954
F -0.24827 -2.56380 -6.80581
F -1.55570 -1.19238 -5.48884
F 0.94623 -1.08269 -5.38025
F -0.19883 -1.87314 -3.60306
F 0.89835 -3.29080 -5.12800
N 1.31674 -6.38191 15.19064
S 0.73910 -7.09897 14.02368
O -0.67097 -6.80752 13.61822
O 1.29983 -8.37323 13.60913
F 1.57367 -6.25730 12.90637
S 0.55530 -7.41888 16.43547
O 1.31117 -8.64693 16.81823
O -0.88413 -7.39496 16.63032
F 0.98978 -6.46429 17.63746
N -2.89256 -6.02864 4.74401
S -3.38784 -5.82063 6.16424
O -4.70983 -6.39130 6.45672
O -2.89726 -4.67798 6.90218
F -2.46092 -6.95196 6.86180
S -3.67537 -4.65962 4.07171
O -3.07106 -3.39075 4.44332
O -5.06525 -4.66005 3.78138
F -2.95186 -4.83808 2.64026
N 0.90791 -12.58123 6.35678
O 1.79722 -11.90600 5.94174
O -0.23981 -12.49381 5.86919
O 1.14420 -13.42362 7.22027

Atomic forces in eV per Å
C -1.576 -0.155 0.579
C 2.714 3.219 -5.218
O -0.950 -3.446 5.868
N -0.773 -0.173 -1.553
H -0.778 -2.032 0.005
H -0.015 2.082 -0.991
C 0.204 0.314 1.716
H -0.137 -0.605 0.017
H 0.180 0.443 0.026
H 0.034 0.658 0.171
H 0.724 -0.154 -0.043
H -0.191 0.148 -0.118
H 0.725 -0.190 -0.179
C 0.751 -0.037 -0.352
C -0.284 3.862 0.891
O 0.124 -3.899 0.227
N 1.145 -0.497 0.985
H 0.658 -0.502 0.477
H -0.746 0.882 -0.165
C -0.556 0.905 0.405
H -1.256 -0.456 -0.392
H -0.182 0.311 -0.634
H -0.030 -0.183 -0.207
H 0.079 -0.338 -0.404
H 0.239 0.322 -0.428
H -0.091 -0.451 -0.176
C 0.224 -0.655 -0.447
C -0.439 3.814 1.954
O -0.916 -3.771 -1.055
N 0.909 1.471 -2.429
H 0.590 0.452 0.444
H -0.533 -0.346 -0.598
C 0.224 -1.883 1.124
H 0.557 0.017 0.247
H 0.408 -0.420 0.304
H 0.006 0.014 -0.177
H -0.439 0.104 0.255
H -1.146 0.847 0.261
H 0.501 0.036 0.193
C 0.836 -0.320 -0.747
C 3.520 1.243 0.114
O -3.064 -1.385 -0.550
N -0.362 1.124 0.110
H -0.277 -0.319 0.006
H -0.239 0.299 0.545
C 0.816 0.209 -0.039
H -0.447 -0.246 0.051
H -0.223 0.027 -0.065
H 0.061 -0.092 0.324
H -0.153 0.061 0.152
H 0.112 -0.344 -0.020
H -0.380 -0.053 0.098
C -0.102 -0.404 -0.969
C -2.431 -2.860 0.074
O 2.037 4.368 1.300
N 1.161 -0.936 -0.157
H -0.655 -0.217 -0.379
H 0.124 0.024 0.766
C -1.822 0.598 0.464
H -0.051 0.287 -0.423
H 0.090 -0.332 0.055
H 0.542 -0.041 0.093
H 1.050 -0.265 -0.353
H -0.008 0.168 -0.202
H 0.190 -0.502 -0.245
P -0.478 -0.460 1.191
F -0.062 -0.480 -0.682
F -0.815 0.956 -0.636
F 0.196 -0.362 0.578
F 0.866 0.057 -0.623
F 0.237 0.035 -0.617
F 0.050 0.448 0.726
P 1.409 -0.173 0.680
F -1.761 0.851 -0.669
F -0.938 0.697 -0.075
F 1.487 -0.970 0.683
F -1.756 0.085 -0.581
F -0.537 0.189 -0.805
F 2.004 -0.697 0.861
N -0.997 -1.172 6.120
S -2.214 -1.172 -9.806
O 2.842 -0.890 1.608
O -1.259 -0.143 1.731
F -0.284 1.037 0.280
S 1.921 -0.509 3.879
O -1.900 2.715 -1.992
O 1.537 -0.267 -1.476
F 0.280 0.378 -0.333
N -1.487 2.735 -3.654
S -0.801 -2.916 7.881
O 1.523 1.615 -0.902
O -1.160 -0.282 -1.165
F 0.079 -0.163 -0.696
S 3.790 1.979 -2.263
O -1.025 -1.500 0.268
O -0.321 -0.920 0.292
F -0.537 -0.660 -0.054
N -1.673 -2.110 0.520
O 2.822 2.858 -1.627
O -1.118 0.295 -0.367
O -0.201 -0.883 1.140

=====

Q: What is the formula in the first record?
A: C5H8N2S